1.
{
  "formula": "C2H3BrI2",
  "method": "the ωB97M-V functional and the def2-TZVPD basis",
  "lumo_energy_ev": [-1.32, -2.69],
  "e_tot_ha": -3247.314599,
  "largest_force_ev_per_a": 3.00,
  "orbital_gap_ev": [8.109, 5.599],
  "homo_ev": [-9.43, -8.28],
  "symbols": ["C", "C", "Br", "I", "I", "H", "H", "H"],
  "positions_angstrom": [[0.53436, 0.61761, -0.20598], [-0.77667, -0.02064, 0.14050], [-1.48831, 0.24322, 1.79041], [-2.01750, -0.47177, -1.42302], [0.77554, -2.83065, 0.47880], [1.25961, 0.05702, -0.92556], [0.58671, 1.66477, -0.47822], [1.12625, 0.74045, 0.62307]],
  "atomic_forces_ev_per_a": [[1.2, -0.8, -2.0], [1.5, -0.5, -1.3], [-0.3, 0.2, 0.8], [-0.3, -0.1, -0.2], [-0.4, 0.6, 0.0], [-1.9, 0.7, 0.9], [-1.2, 0.4, -0.9], [1.3, -0.5, 2.7]]
}


2.
{
  "formula": "C2H3BrN2",
  "method": "the ωB97M-V functional and the def2-TZVPD basis",
  "lumo_energy_ev": -0.14,
  "e_tot_ha": -2761.378645,
  "largest_force_ev_per_a": 3.37,
  "orbital_gap_ev": 8.298,
  "homo_ev": -8.43,
  "symbols": ["C", "C", "N", "N", "Br", "H", "H", "H"],
  "positions_angstrom": [[0.29111, -0.39910, 0.35639], [0.22572, 0.92079, 0.43704], [-0.36456, -0.86750, -0.82681], [-0.86903, -0.01851, -1.53462], [0.67314, 1.90430, 1.91666], [0.97662, -0.97007, 0.92250], [-0.36215, -1.86007, -0.88883], [-0.57085, 1.29016, -0.38232]],
  "atomic_forces_ev_per_a": [[1.4, 2.0, 0.5], [-2.7, 0.2, -0.5], [-0.1, 2.3, 0.3], [-1.2, -2.4, -2.1], [0.6, 0.5, 0.5], [0.2, -1.1, 0.5], [-0.4, -1.5, -1.0], [2.2, -0.1, 1.8]]
}


3.
{
  "formula": "C2H3BrN2O2",
  "method": "the ωB97M-V functional and the def2-TZVPD basis",
  "lumo_energy_ev": 0.85,
  "e_tot_ha": -2911.821623,
  "largest_force_ev_per_a": 2.77,
  "orbital_gap_ev": 9.530,
  "homo_ev": -8.68,
  "smiles": "Brc1c[nH]o[nH]o1",
  "symbols": ["C", "C", "N", "N", "O", "O", "Br", "H", "H", "H"],
  "positions_angstrom": [[0.85178, 0.80132, -0.25951], [1.78154, -0.15191, -0.18309], [-0.48873, 0.49922, -0.46666], [0.04723, -1.61992, 0.29905], [1.37549, -1.58552, -0.16279], [-0.73639, -0.84587, -0.64138], [3.61493, 0.07888, -0.00093], [1.11523, 1.84458, -0.23256], [-1.13612, 0.91767, 0.20023], [-0.25418, -2.58393, 0.13221]],
  "atomic_forces_ev_per_a": [[0.7, -0.7, 0.1], [-1.3, -2.5, 0.2], [-0.4, 0.2, -0.1], [0.0, 0.9, 0.9], [0.9, 2.5, -0.3], [0.0, -0.5, -0.4], [-0.1, -0.1, -0.1], [0.0, 0.1, 0.1], [0.2, -0.3, 0.0], [0.1, 0.3, -0.4]]
}


4.
{
  "formula": "C2H3BrN2O2S",
  "method": "the ωB97M-V functional and the def2-TZVPD basis",
  "lumo_energy_ev": 0.04,
  "e_tot_ha": -3310.128208,
  "largest_force_ev_per_a": 5.74,
  "orbital_gap_ev": 10.872,
  "homo_ev": -10.83,
  "symbols": ["C", "C", "N", "N", "O", "O", "S", "Br", "H", "H", "H"],
  "positions_angstrom": [[2.06073, -0.01386, -0.08543], [-1.01456, -0.94160, -0.10255], [2.86950, -0.78280, 0.16997], [1.08767, 0.83251, -0.46070], [-1.16772, 1.77855, 0.06358], [-0.08060, 0.53216, 1.83730], [-0.37700, 0.67724, 0.46940], [-2.89927, -0.71447, 0.28601], [-1.01118, -1.10808, -1.33252], [-0.68177, -1.74632, 0.43003], [1.21419, 1.48667, -1.27510]],
  "atomic_forces_ev_per_a": [[-0.4, 0.7, -0.9], [-2.0, 2.6, -4.7], [0.6, -0.5, 0.4], [-0.5, 0.2, 0.3], [-0.3, 0.1, -0.8], [0.7, -0.5, 0.8], [0.8, 0.2, -1.5], [-0.4, -0.5, 0.1], [0.5, 0.6, 3.5], [1.3, -1.8, 1.4], [-0.5, -1.0, 1.4]]
}


5.
{
  "formula": "C2H3BrN2S",
  "method": "the ωB97M-V functional and the def2-TZVPD basis",
  "lumo_energy_ev": -0.41,
  "e_tot_ha": -3159.574432,
  "largest_force_ev_per_a": 4.45,
  "orbital_gap_ev": 8.028,
  "homo_ev": -8.43,
  "symbols": ["C", "C", "N", "N", "S", "Br", "H", "H", "H"],
  "positions_angstrom": [[1.00760, -0.12173, -1.11687], [0.09543, -0.01931, 1.22717], [-0.15184, 0.32174, -1.29884], [-1.02930, 0.44287, -0.36336], [1.46729, -0.75772, 0.43803], [-2.77134, -0.31501, -0.46193], [1.78956, -0.01347, -1.97116], [0.21902, 0.92155, 1.69817], [-0.62643, -0.45891, 1.84878]],
  "atomic_forces_ev_per_a": [[1.9, 0.8, -2.1], [-1.5, 0.6, -2.1], [-1.2, -0.7, -2.5], [1.8, 0.9, 4.0], [-0.4, -0.3, 1.2], [0.7, -0.3, -0.4], [-1.5, -0.4, 1.8], [0.7, 1.3, -0.4], [-0.5, -1.9, 0.5]]
}


6.
{
  "formula": "C2H3BrN4",
  "method": "the ωB97M-V functional and the def2-TZVPD basis",
  "lumo_energy_ev": -0.29,
  "e_tot_ha": -2870.944890,
  "largest_force_ev_per_a": 3.14,
  "orbital_gap_ev": 9.353,
  "homo_ev": -9.65,
  "smiles": "N=C=NBr.N=C=N",
  "symbols": ["C", "C", "N", "N", "N", "N", "Br", "H", "H", "H"],
  "positions_angstrom": [[-1.26189, -0.65360, 1.16148], [1.24897, 0.65666, -1.16666], [-2.03309, -0.12548, 1.94204], [0.69761, 0.56174, -2.23368], [1.72037, 1.10678, -0.15120], [-0.20674, -1.02811, 0.74518], [0.02175, -2.54352, -0.29489], [-0.26294, 0.30477, -2.23240], [2.57296, 1.00597, 0.49227], [-2.49700, 0.71479, 1.73785]],
  "atomic_forces_ev_per_a": [[-1.5, 1.6, 2.0], [1.0, 1.5, 1.8], [0.1, -1.3, 0.2], [-0.3, -0.4, -1.4], [2.4, 0.1, 1.6], [2.3, -1.6, -1.5], [-0.2, 0.1, 0.0], [-0.7, -0.5, -0.2], [-2.3, -0.4, -1.9], [-0.9, 1.1, -0.5]]
}


7.
{
  "formula": "C2H3BrN4",
  "method": "the ωB97M-V functional and the def2-TZVPD basis",
  "lumo_energy_ev": [0.81, -4.52],
  "e_tot_ha": -2870.798129,
  "spin_multiplicity": 3,
  "largest_force_ev_per_a": 4.56,
  "orbital_gap_ev": [8.061, 5.586],
  "homo_ev": [-7.25, -10.11],
  "symbols": ["C", "C", "N", "N", "N", "N", "Br", "H", "H", "H"],
  "positions_angstrom": [[-2.09112, 0.23456, 0.63558], [1.97648, -0.78317, -0.65133], [-1.63971, 1.54175, 0.49023], [-1.10122, -0.55980, 0.20859], [-0.50046, 1.50189, -0.10951], [-0.17459, 0.24183, -0.25086], [3.11565, -0.32035, 0.62233], [-3.05932, 0.05518, 1.18439], [1.98948, -0.26032, -1.70509], [1.48481, -1.65157, -0.42432]],
  "atomic_forces_ev_per_a": [[0.6, 0.0, 0.6], [0.7, 1.7, -4.2], [0.5, 2.2, -0.4], [-0.9, -1.2, -0.1], [-2.6, 2.8, 1.1], [0.0, -3.0, 0.0], [1.6, 0.9, 1.5], [1.4, -0.3, -1.0], [0.0, -1.3, 2.5], [-1.3, -1.9, -0.1]]
}


8.
{
  "formula": "C2H3BrO",
  "method": "the ωB97M-V functional and the def2-TZVPD basis",
  "lumo_energy_ev": 0.34,
  "e_tot_ha": -2727.130233,
  "largest_force_ev_per_a": 5.05,
  "orbital_gap_ev": 10.523,
  "homo_ev": -10.18,
  "symbols": ["C", "C", "O", "Br", "H", "H", "H"],
  "positions_angstrom": [[0.66167, -0.22807, -0.23760], [-0.63740, 0.32045, 0.17318], [0.17206, 1.10120, -0.69893], [-2.19013, -0.62933, -0.34238], [1.58418, -0.15213, 0.44324], [0.85172, -0.91340, -1.00912], [-0.44209, 0.50128, 1.67162]],
  "atomic_forces_ev_per_a": [[1.7, 2.2, 1.2], [3.1, -0.4, 4.0], [-1.2, -1.5, 1.3], [-0.2, 0.5, -0.1], [-1.7, 0.0, -0.7], [-0.5, -0.9, -1.1], [-1.3, 0.1, -4.6]]
}